Entry 1:
{"formula": "C2H6N4S", "method": "ωB97M-V with the def2-TZVPD basis set", "e_homo_ev": -8.58, "relative_energy_kj_mol": 470.7, "orbital_gap_ev": 8.01, "species": ["N", "C", "C", "H", "H", "S", "H", "H", "N", "H", "N", "H", "N"], "positions_angstrom": [[0.017, 0.024, 1.141], [-1.136, 0.436, 1.788], [0.197, -0.607, -1.051], [2.310, 0.063, -1.887], [-1.043, 2.054, 0.584], [-0.884, -1.841, -0.744], [1.377, 0.624, -0.061], [0.113, -1.073, 1.496], [0.381, 0.340, -0.071], [-1.586, -0.162, 2.729], [-1.624, 1.558, 1.353], [0.821, -0.829, -3.199], [1.057, -0.587, -2.078]], "lowdin_charge": [-0.19, -0.32, -0.98, 0.27, 0.07, 0.62, 0.14, 0.16, -0.10, 0.16, 0.03, 0.19, -0.03]}

Entry 2:
{"formula": "C15H12ClNO2Pd", "method": "ωB97M-V with the def2-TZVPD basis set", "spin_multiplicity": 5, "e_homo_ev": [-15.54, -15.54], "relative_energy_kj_mol": 32.9, "total_charge": 2, "s_squared": 6.019, "orbital_gap_ev": [8.20, 4.04], "species": ["H", "H", "C", "Pd", "C", "C", "H", "C", "H", "C", "Cl", "C", "O", "H", "H", "H", "N", "C", "C", "C", "C", "H", "H", "H", "C", "H", "C", "C", "C", "O", "H", "C"], "positions_angstrom": [[-2.508, 0.685, -2.577], [2.732, -0.076, -1.374], [-0.497, 1.862, 4.561], [0.000, 0.000, 0.000], [-1.444, 1.431, 2.362], [-1.840, 1.758, 6.567], [-1.915, 1.804, 7.646], [1.706, -0.143, -1.693], [-1.176, -1.633, -2.386], [-0.409, 0.446, -2.376], [-2.745, -0.947, -0.186], [-1.636, 1.609, 3.776], [2.287, 1.186, 1.733], [1.298, -2.329, -1.625], [1.155, 1.991, -2.034], [-1.575, 1.402, -3.899], [-1.102, 1.088, 1.310], [0.952, -1.329, -1.827], [0.870, 0.952, -2.039], [-1.595, 1.227, -2.820], [-2.878, 1.427, 4.395], [-3.934, 1.357, 6.275], [-3.759, 1.206, 3.804], [0.284, 2.119, 6.548], [-0.141, -1.307, 1.453], [0.475, 1.978, 4.097], [-0.340, -0.968, -2.268], [-0.600, 1.938, 5.950], [1.420, 0.741, 1.076], [-0.299, -2.093, 2.300], [-1.633, 2.196, -2.324], [-2.978, 1.507, 5.790]], "mulliken_spin": [0.00, 0.02, 0.00, 1.04, 0.03, 0.00, 0.00, 0.28, 0.04, 0.23, 1.08, 0.00, -0.03, 0.01, 0.02, 0.02, 0.08, 0.25, 0.25, 0.00, 0.00, 0.00, 0.00, 0.00, 0.15, 0.00, 0.33, 0.00, 0.21, -0.01, 0.01, 0.00]}

Entry 3:
{"formula": "C38H38N4O4PS4W", "method": "ωB97M-V with the def2-TZVPD basis set", "e_homo_ev": [-10.01, -9.86], "relative_energy_kj_mol": 88.3, "total_charge": 1, "orbital_gap_ev": [7.00, 6.81], "species": ["H", "C", "C", "C", "H", "C", "S", "H", "H", "H", "C", "O", "P", "C", "H", "S", "C", "S", "C", "H", "O", "N", "C", "C", "C", "C", "N", "H", "C", "H", "H", "H", "H", "H", "C", "O", "H", "C", "C", "C", "H", "C", "H", "W", "C", "C", "H", "C", "H", "H", "H", "C", "C", "C", "H", "H", "S", "C", "H", "H", "H", "H", "H", "C", "H", "C", "C", "H", "C", "H", "C", "C", "C", "N", "H", "C", "H", "H", "C", "C", "H", "C", "C", "H", "O", "H", "H", "H", "N", "C"], "positions_angstrom": [[3.953, 2.540, -2.214], [5.900, 1.960, 3.420], [-1.464, -3.987, -0.976], [1.127, 3.917, -0.796], [3.860, 0.175, -2.778], [-0.295, 3.535, -1.188], [-1.492, 0.273, -3.094], [-0.046, 0.463, 7.694], [-0.117, 1.192, -4.826], [2.356, 2.297, -2.921], [0.219, 0.042, 6.734], [-0.252, -6.051, -0.682], [1.358, 1.376, 3.064], [-1.545, -0.625, 1.675], [1.141, -1.464, 3.294], [2.269, 2.550, -0.499], [0.209, 5.250, 3.849], [1.730, -0.507, -2.001], [0.874, 0.330, 4.442], [-1.779, 6.037, 3.745], [1.391, -4.099, 0.162], [0.995, 0.640, 1.696], [3.777, 2.749, 2.616], [-3.751, -0.290, 2.680], [1.125, -0.146, -3.683], [5.274, 0.872, 4.009], [-2.335, -1.983, -1.169], [0.345, 1.806, -3.223], [-0.562, -2.994, -0.573], [0.520, 1.954, 5.812], [-3.448, 1.609, -3.189], [-2.952, -1.206, -1.330], [0.646, 6.185, 4.172], [-2.297, -3.068, 3.949], [-1.155, 5.164, 3.612], [1.143, -1.915, 0.575], [0.572, -2.958, 5.196], [0.233, -1.336, 6.558], [-2.455, 1.771, -2.770], [2.994, 2.041, -2.078], [2.071, 4.199, 3.927], [-1.388, -5.482, -1.041], [-2.883, 1.019, 1.262], [0.052, -0.145, 0.298], [0.051, 0.925, -3.782], [0.565, -1.884, 5.327], [3.422, -0.121, 4.388], [0.457, 2.925, 3.283], [-3.244, 1.358, -0.794], [5.635, 3.746, 2.259], [3.713, 0.290, -1.024], [-4.630, -1.830, 4.370], [3.899, 0.724, 3.912], [1.018, 4.132, 3.692], [-2.016, 2.594, -3.329], [-0.023, -1.985, 7.385], [-1.103, 2.160, -0.270], [-2.595, -3.285, -1.343], [-1.354, 1.892, 2.766], [0.763, -1.090, -4.091], [-3.099, 3.069, -1.171], [-2.788, 3.880, 3.066], [-0.341, 3.300, -2.245], [0.538, 0.880, 5.677], [-0.956, 4.384, -1.002], [5.150, 2.897, 2.724], [3.223, 0.534, -1.969], [2.003, 0.143, -4.261], [-3.593, -1.433, 3.455], [-4.659, 0.294, 2.763], [-1.429, -1.775, 2.469], [-2.738, 0.096, 1.812], [3.136, 1.666, 3.218], [-5.457, -2.137, 5.105], [-0.531, -2.380, 2.412], [-1.721, 3.955, 3.227], [1.535, 4.577, -1.561], [-3.541, -3.649, -1.707], [-2.422, -2.178, 3.345], [0.771, -3.050, 0.085], [6.971, 2.080, 3.507], [-2.612, 2.099, -1.284], [-0.919, 2.840, 3.060], [1.124, 4.471, 0.144], [-2.345, -6.099, -1.425], [0.424, -5.394, -0.375], [3.213, 3.475, 2.049], [5.855, 0.139, 4.552], [-1.097, -1.780, -0.710], [0.885, -1.053, 4.265]], "lowdin_charge": [0.08, -0.06, -0.02, -0.49, 0.09, -0.45, 0.90, 0.11, 0.09, 0.07, -0.06, 0.15, 0.89, -0.29, 0.09, 0.88, -0.06, 0.89, -0.30, 0.11, 0.10, -0.37, -0.12, -0.03, -0.49, -0.06, 0.03, 0.04, -0.14, 0.11, 0.08, 0.13, 0.11, 0.13, -0.06, -0.22, 0.12, -0.05, -0.50, -0.49, 0.10, -0.49, 0.04, 1.23, -0.51, -0.06, 0.10, -0.29, 0.06, 0.11, 0.08, -0.18, -0.06, -0.07, 0.08, 0.11, 0.82, 0.05, 0.07, 0.08, 0.09, 0.11, 0.05, -0.06, 0.09, -0.06, -0.50, 0.09, -0.23, 0.12, -0.12, -0.16, -0.27, 0.17, 0.09, -0.06, 0.09, 0.15, -0.01, -0.57, 0.11, -0.48, -0.11, 0.07, 0.12, 0.07, 0.07, 0.11, -0.10, -0.10]}

Entry 4:
{"formula": "C15H43F3N5O11S", "method": "ωB97M-V with the def2-TZVPD basis set", "spin_multiplicity": 2, "e_homo_ev": [2.33, -3.64], "total_charge": -2, "s_squared": 0.751, "orbital_gap_ev": [2.07, 7.93], "species": ["H", "H", "C", "H", "H", "O", "O", "O", "H", "H", "H", "C", "C", "C", "O", "N", "H", "H", "O", "H", "H", "H", "H", "H", "H", "N", "H", "H", "H", "H", "H", "H", "C", "H", "O", "C", "H", "F", "C", "N", "C", "O", "C", "H", "C", "C", "H", "H", "H", "O", "H", "N", "H", "O", "F", "H", "H", "H", "H", "H", "F", "N", "H", "H", "S", "H", "O", "H", "C", "H", "H", "C", "H", "H", "C", "O", "C", "H"], "positions_angstrom": [[16.541, -7.016, -0.941], [20.618, -9.404, -0.992], [16.641, -8.848, 2.441], [11.652, -2.027, 1.723], [14.385, -5.616, -2.075], [19.136, -5.110, -0.588], [20.683, -5.366, 0.767], [18.746, -8.738, -3.635], [16.866, -10.137, -0.514], [14.878, -5.736, -3.637], [16.016, -5.474, -0.616], [13.122, -2.503, 0.075], [13.774, -3.811, 0.529], [11.664, -2.178, 0.643], [15.910, -4.345, -2.531], [16.361, -6.335, -0.217], [13.275, -6.877, 1.485], [13.204, -4.706, 0.280], [14.329, -10.086, 0.177], [15.883, -2.467, 1.579], [10.830, -2.857, 0.467], [16.810, -0.316, -3.506], [14.648, -8.428, -1.094], [15.333, -2.377, -3.340], [17.482, -10.766, 1.000], [18.361, -3.116, -2.510], [18.003, -3.853, -1.919], [16.815, -9.692, 3.109], [12.198, -8.786, 0.792], [19.296, -10.443, -1.623], [15.107, -9.714, 0.598], [16.423, -3.471, -4.186], [19.789, -10.061, -0.729], [17.428, -8.118, 2.631], [17.130, -7.013, -4.026], [16.111, -9.641, -3.931], [15.860, -2.061, -0.192], [16.399, -10.762, -3.259], [15.961, -2.844, 0.559], [12.730, -2.571, -1.311], [18.857, -9.286, 0.166], [18.690, -5.772, 1.330], [14.717, -4.965, -2.884], [11.217, -1.266, 0.248], [16.132, -3.105, -3.201], [13.851, -9.075, -0.727], [13.756, -1.633, 0.243], [13.600, -2.863, -1.734], [20.614, -8.793, 1.087], [13.271, -6.939, 0.527], [17.130, -1.802, -1.664], [19.472, -5.391, 0.541], [15.684, -6.696, 0.440], [17.178, -8.088, -1.882], [16.227, -9.867, -5.269], [20.202, -10.979, -0.311], [15.747, -8.337, 2.801], [12.640, -1.621, -1.644], [18.584, -0.682, -3.153], [18.686, -8.349, -0.364], [14.856, -9.332, -3.605], [19.658, -9.054, 1.282], [19.268, -8.360, 1.904], [12.072, -7.946, -0.597], [17.399, -8.254, -3.312], [13.908, -4.348, -3.275], [16.479, -8.956, 1.006], [13.339, -9.573, -1.550], [12.848, -8.238, 0.110], [17.218, -6.113, 0.269], [16.977, -3.238, 0.531], [17.630, -1.032, -3.548], [13.856, -3.762, 1.615], [18.946, -2.734, -1.780], [17.398, -9.862, 0.397], [15.103, -3.835, 0.045], [17.278, -2.241, -2.650], [17.845, -1.484, -4.516]], "mulliken_spin": [0.08, 0.00, 1.48, -0.13, -0.10, -0.02, 0.00, 0.00, 0.03, -0.01, -0.03, -0.59, 0.64, 0.42, 0.03, 0.40, 1.06, -0.58, -0.28, -0.01, -0.09, -0.01, 0.14, 0.01, -0.03, 0.00, 0.00, -0.01, 0.77, 0.00, 0.05, 0.00, 0.00, 0.15, 0.00, 0.02, 0.02, 0.00, 0.14, 0.01, 0.08, -0.01, 0.36, 0.06, 0.01, -0.63, -0.02, 0.09, 0.00, -3.05, -0.02, 0.03, 0.06, -0.02, 0.00, 0.00, -0.03, -0.03, 0.00, 0.00, 0.01, -0.01, 0.01, 0.01, -0.01, 0.03, -1.13, -0.02, 1.51, 0.00, -0.06, 0.00, 0.29, 0.00, -0.09, 0.00, 0.00, 0.00]}

Entry 5:
{"formula": "C5H29NO8", "method": "ωB97M-V with the def2-TZVPD basis set", "e_homo_ev": -9.04, "relative_energy_kj_mol": 275.0, "smiles": "CCCN(C)C.O.O.O.O.O.O.O.O", "orbital_gap_ev": 9.23, "species": ["H", "H", "H", "C", "H", "H", "H", "H", "H", "H", "H", "H", "O", "C", "O", "H", "O", "O", "H", "H", "H", "H", "H", "C", "H", "H", "H", "H", "C", "H", "H", "N", "H", "H", "O", "O", "H", "C", "O", "H", "H", "H", "O"], "positions_angstrom": [[-0.990, 5.052, 0.780], [-0.349, -0.782, 0.167], [2.132, -3.223, 0.851], [0.007, 1.218, 1.062], [-0.295, 2.197, -1.472], [-1.578, -0.177, 1.134], [-0.742, 1.876, 1.507], [-0.991, -2.679, 1.417], [4.751, 2.195, -0.402], [1.828, -0.450, -0.365], [-0.324, -3.186, 2.710], [3.871, 2.133, -1.775], [-0.500, 5.088, 1.610], [-2.520, -0.190, -1.383], [-1.100, -3.262, -0.350], [1.796, -0.927, -3.131], [-0.784, -2.431, 2.338], [-3.172, 1.464, 2.327], [0.285, 0.021, 2.822], [0.094, 0.423, -1.753], [-3.381, 0.564, 2.595], [-0.737, 4.240, 2.003], [1.502, 1.216, 2.691], [0.867, 0.541, 2.109], [0.621, 1.815, 0.395], [1.611, -2.846, -0.569], [-0.378, -3.874, -0.547], [-2.855, 0.204, -2.343], [-0.655, 1.213, -1.777], [-2.051, -1.146, -1.663], [0.321, -0.807, -3.490], [-1.617, 0.767, -0.742], [-3.359, -0.359, -0.708], [-2.810, 1.375, 1.435], [4.217, 1.683, -1.006], [2.344, -1.072, -0.893], [1.611, -0.123, 1.703], [-0.884, 0.164, 0.358], [1.195, -0.822, -3.878], [-1.098, 1.484, -2.733], [3.217, -0.659, -0.788], [-1.838, -3.828, -0.087], [1.629, -3.543, 0.101]], "lowdin_charge": [0.03, 0.10, 0.04, -0.22, 0.08, 0.10, 0.08, -0.01, 0.04, 0.02, 0.03, 0.04, -0.06, -0.10, -0.06, 0.00, -0.07, -0.05, 0.06, 0.06, 0.04, 0.02, 0.08, -0.09, 0.09, 0.01, 0.04, 0.08, -0.08, 0.07, 0.00, -0.25, 0.09, 0.00, -0.04, -0.05, 0.05, -0.27, -0.06, 0.09, 0.06, 0.07, -0.07]}

Entry 6:
{"formula": "C3H11N2", "method": "ωB97M-V with the def2-TZVPD basis set", "spin_multiplicity": 2, "e_homo_ev": [-20.94, -21.70], "relative_energy_kj_mol": 200.9, "total_charge": 2, "s_squared": 0.756, "orbital_gap_ev": [11.75, 8.54], "species": ["H", "H", "N", "H", "H", "H", "H", "H", "H", "N", "C", "H", "H", "C", "H", "C"], "positions_angstrom": [[0.863, 1.031, -0.977], [-0.891, -1.412, 1.325], [-0.889, -1.183, 0.289], [2.067, -0.074, 1.250], [-2.805, 1.721, -0.117], [0.599, -0.483, 0.600], [-1.273, 1.760, 0.714], [-2.854, -0.715, -0.474], [-1.020, -2.038, -0.248], [1.633, -0.362, 0.380], [-1.956, -0.280, 0.045], [2.227, 0.219, -1.764], [2.573, 1.381, -0.495], [1.856, 0.592, -0.863], [1.853, -1.237, 0.043], [-1.981, 1.079, 0.291]], "mulliken_spin": [0.00, 0.02, 0.20, 0.00, 0.01, 0.00, 0.03, 0.02, -0.01, 0.01, 0.33, 0.00, 0.00, 0.00, 0.00, 0.39]}

Entry 7:
{"formula": "C6H10NO", "method": "ωB97M-V with the def2-TZVPD basis set", "e_homo_ev": -13.01, "relative_energy_kj_mol": 488.7, "total_charge": 1, "orbital_gap_ev": 4.53, "species": ["H", "H", "H", "C", "C", "H", "H", "H", "H", "H", "N", "H", "H", "C", "C", "C", "C", "O"], "positions_angstrom": [[-1.437, -2.525, 1.890], [1.410, -0.270, -0.825], [0.383, 1.675, 1.263], [-1.631, -2.095, 0.917], [-1.746, -0.139, -1.198], [-1.463, -2.844, 0.128], [-2.564, -0.845, -1.300], [1.904, 0.665, 1.033], [-2.625, -1.716, 0.705], [-1.850, 0.804, -1.726], [-0.612, -1.077, 0.702], [2.860, 2.713, 0.799], [0.571, 1.025, -1.585], [-0.646, -0.303, -0.365], [2.492, 1.861, 0.208], [0.617, 0.462, -0.650], [1.096, 1.297, 0.548], [3.241, 1.310, -0.545]], "lowdin_charge": [0.10, 0.14, 0.12, -0.03, 0.35, 0.13, 0.12, 0.14, 0.10, 0.12, 0.21, 0.14, 0.13, -0.32, -0.29, -0.14, -0.09, 0.06]}